1.
Entry from OMol25: a cluster of 2 separate species, CH3N2O3S in total at a distorted geometry (ωB97M-V with the def2-TZVPD basis set).

Each line ends with the Löwdin charge.
CARTESIAN COORDINATES (ANGSTROEM)
C1 0.8231 -0.7541 1.0617  -0.735
N1 0.8781 -1.1539 -0.4589  0.023
N2 0.2399 -0.5869 -1.4704  0.171
O1 1.6722 -1.4411 1.5768  0.024
O2 -0.0112 0.0508 1.3115  0.065
O3 -1.6379 2.1548 0.3964  -0.824
S1 -2.2797 1.9232 -1.0727  0.153
H1 1.4423 -1.9933 -0.8692  0.170
H2 -0.2727 0.2669 -1.1199  -0.033
H3 -0.8540 1.5338 0.6447  -0.014

As for the maximum force: 6.6 eV/A. The value obtained for the HOMO-LUMO gap (alpha / beta) is 3.92 / 3.91 eV. Its LUMO energy (alpha / beta) is 0.063 / 0.062 hartree. The total charge is -1.

---

2.
Entry from OMol25: a cluster of 3 separate species, C3H16N2O2 in total at a distorted geometry (ωB97M-V with the def2-TZVPD basis set).

Each line ends with the Löwdin charge.
CARTESIAN COORDINATES (ANGSTROEM)
C1 -0.3585 -0.9704 -0.3711  -0.122
C2 -0.6207 0.1973 0.6716  -0.156
C3 -0.1429 1.5611 0.2871  -0.124
N1 1.3638 1.8818 0.4262  0.214
N2 -1.6753 -1.4317 -0.9272  0.183
H1 0.2470 -1.6864 0.1648  0.134
H2 0.3362 -0.5039 -1.0881  0.115
H3 -0.2589 -0.1609 1.6351  0.107
H4 -1.7117 0.2404 0.7257  0.128
H5 -0.4812 1.7924 -0.7208  0.140
H6 -0.5568 2.2986 0.9849  0.148
H7 1.8621 1.2429 -0.1893  0.162
H8 1.5713 2.8654 0.2541  0.181
H9 1.6392 1.6623 1.4026  0.118
H10 -2.3150 -0.6396 -0.9742  0.165
H11 -2.0493 -2.2705 -0.4806  0.186
H12 -1.5704 -1.6827 -1.9800  0.144
H13 -0.3034 -2.7202 -3.7169  0.098
H14 0.4642 -1.5195 -3.1634  0.071
O1 -0.4123 -1.9118 -3.2036  -0.022
H15 1.8233 -0.1440 3.2989  0.081
H16 1.6572 1.1668 3.9111  0.095
O2 1.4920 0.7325 3.0530  -0.046

As for the maximum force: 2.7 eV/A. The value obtained for the HOMO-LUMO gap is 12.63 eV. Its LUMO energy is -0.242 hartree. The total charge is +2.

---

3.
Entry from OMol25: the molecule C26H21FN8O4 at a distorted geometry (ωB97M-V with the def2-TZVPD basis set).

Each line ends with the Löwdin charge.
CARTESIAN COORDINATES (ANGSTROEM)
N1 7.9849 -0.7844 3.1753  0.149
C1 7.4680 -1.7136 3.9858  -0.334
N2 8.0712 -2.3126 4.9852  0.114
O1 7.1615 -3.1335 5.5590  -0.067
N3 5.9809 -3.0769 4.9427  0.130
C2 6.1084 -2.2198 3.9677  -0.179
N4 5.1310 -1.8615 3.0687  0.021
C3 3.8265 -2.2523 2.9787  -0.087
C4 3.3567 -1.5611 1.8688  -0.114
N5 4.3808 -0.8190 1.3767  0.084
N6 5.4222 -1.0007 2.0767  0.050
C5 2.0268 -1.5688 1.2106  -0.411
O2 1.1766 -2.4036 1.4047  0.105
N7 1.9119 -0.5155 0.3494  0.039
N8 0.8009 -0.3091 -0.3702  0.072
C6 0.7643 0.6608 -1.1932  -0.100
C7 -0.4083 0.9288 -1.9897  -0.224
C8 -0.4210 1.9926 -2.8970  -0.036
C9 -1.5356 2.2503 -3.6593  0.000
C10 -2.6782 1.4523 -3.5404  -0.260
C11 -2.6723 0.3886 -2.6381  -0.007
C12 -1.5509 0.1353 -1.8763  -0.015
H1 -1.5360 -0.6846 -1.1762  0.114
H2 -3.5372 -0.2460 -2.5248  0.105
O3 -3.7183 1.7969 -4.3358  -0.036
C13 -4.9118 1.0404 -4.2742  -0.152
C14 -5.9199 1.6450 -5.2160  -0.197
C15 -6.0375 3.0247 -5.3190  -0.031
C16 -6.9728 3.5839 -6.1709  -0.079
C17 -7.8054 2.7700 -6.9201  -0.093
C18 -7.6948 1.3939 -6.8184  -0.086
C19 -6.7530 0.8334 -5.9734  -0.043
H3 -6.6659 -0.2415 -5.9011  0.111
H4 -8.3397 0.7542 -7.4026  0.102
H5 -8.5375 3.2066 -7.5832  0.100
H6 -7.0543 4.6581 -6.2480  0.103
H7 -5.3845 3.6543 -4.7344  0.116
H8 -4.7167 -0.0048 -4.5505  0.133
H9 -5.3149 1.0590 -3.2488  0.142
H10 -1.5558 3.0675 -4.3632  0.118
H11 0.4539 2.6184 -3.0007  0.110
H12 1.6259 1.3293 -1.3301  0.127
H13 2.7252 0.0957 0.2291  0.133
C20 3.1776 -3.1679 3.9592  -0.115
H14 3.2847 -4.2036 3.6158  0.155
O4 1.7944 -2.9736 4.0786  -0.031
C21 1.3247 -1.7318 4.3861  -0.280
C22 2.0988 -0.6874 4.8799  -0.011
C23 1.5152 0.5381 5.1590  -0.003
C24 0.1636 0.7062 4.9405  -0.282
C25 -0.6275 -0.3225 4.4564  0.004
C26 -0.0424 -1.5392 4.1813  0.008
H15 -0.6141 -2.3607 3.7841  0.127
H16 -1.6805 -0.1591 4.2936  0.120
F1 -0.4005 1.9068 5.2046  0.048
H17 2.1049 1.3558 5.5424  0.119
H18 3.1548 -0.8096 5.0674  0.112
H19 3.6898 -3.0812 4.9291  0.118
H20 8.9702 -0.5994 3.2181  0.112
H21 7.4312 -0.5012 2.3807  0.073

As for the maximum force: 2.0 eV/A. The value obtained for the HOMO-LUMO gap is 7.90 eV. Its LUMO energy is -0.006 hartree. Its SMILES is Nc1nonc1-n1nnc(C(=O)N/N=C/c2ccc(OCc3ccccc3)cc2)c1COc1ccc(F)cc1.

---

4.
Entry from OMol25: a cluster of 2 separate species, C2H4N2O in total at a distorted geometry (ωB97M-V with the def2-TZVPD basis set).

Each line ends with the Löwdin charge.
CARTESIAN COORDINATES (ANGSTROEM)
C1 -1.9716 0.1910 0.0511  -0.450
C2 1.6231 -0.6764 -0.1341  -0.175
N1 -1.1429 0.9892 -0.1863  0.174
N2 1.1393 0.2885 0.4749  -0.018
O1 -2.6536 -0.7070 0.2373  0.169
H1 1.4482 -1.8038 -0.0383  0.085
H2 1.9428 -0.3305 -1.1541  0.065
H3 -1.1866 1.8907 -0.6567  0.113
H4 0.8013 0.1583 1.4063  0.036

As for the maximum force: 3.4 eV/A. The value obtained for the HOMO-LUMO gap is 10.35 eV. Its LUMO energy is 0.028 hartree. Its SMILES is N=C=O.C=N.